Entry 1:
8
Properties=species:S:1:pos:R:3:mulliken_charge:R:1 method="wB97M-V/def2-TZVPD" smiles="O=S1(=O)S[C@H]1S" charge=0 gap_ev=9.26 de_lowest_kcal_mol=45.43 fmax_ha_per_bohr=0.084 energy_ha=-1384.24543
O 0.83 1.17 1.26 -0.5239
S 0.92 0.50 -0.04 0.9664
O 1.73 1.07 -1.05 -0.5386
S 1.04 -1.49 -0.03 -0.0739
C -0.55 -0.33 -0.54 -0.2446
S -1.96 0.00 0.49 -0.1251
H -0.64 -0.65 -1.79 0.3586
H -1.36 -0.26 1.69 0.1811

=====

Entry 2:
6
Properties=species:S:1:pos:R:3:mulliken_charge:R:1 method="wB97M-V/def2-TZVPD" smiles="O=COO" charge=0 gap_ev="9.49 / 9.49" de_lowest_kcal_mol=179.80 fmax_ha_per_bohr=0.240 energy_ha=-264.76965
O 0.33 -1.43 2.50 -0.5271
C 0.49 -0.44 1.17 0.1279
O -0.43 -0.68 0.34 -0.0427
O -0.40 0.10 -0.83 -0.3082
H 1.26 0.22 1.30 0.3889
H -1.36 0.26 -0.97 0.3613

=====

Entry 3:
8
Properties=species:S:1:pos:R:3:mulliken_charge:R:1 method="wB97M-V/def2-TZVPD" smiles="C=P([O-])=P(=O)[O-]" charge=-2 gap_ev=5.00 de_lowest_kcal_mol=61.06 fmax_ha_per_bohr=0.115 energy_ha=-947.66472
C 1.59 0.12 -0.43 -0.7829
P 0.11 1.01 0.66 0.1076
O -0.34 2.38 0.19 -0.6500
P -1.63 -0.54 0.05 0.3231
O -2.39 -1.25 1.12 -0.6082
O -1.39 -1.41 -1.14 -0.5966
H 1.53 -0.85 0.09 -0.0147
H 2.52 0.55 -0.53 0.2219

=====

Entry 4:
9
Properties=species:S:1:pos:R:3:mulliken_charge:R:1 method="wB97M-V/def2-TZVPD" charge=-1 gap_ev="5.30 / 4.88" de_lowest_kcal_mol=47.89 fmax_ha_per_bohr=0.048 energy_ha=-1402.71391
C -0.05 -0.33 0.14 0.4662
O -3.51 -0.21 -1.60 -0.4527
O -3.59 1.41 0.21 -0.4418
O -3.81 -0.90 0.86 -0.4471
P 0.91 0.30 -1.15 -0.2231
S 0.08 -1.22 1.48 -0.3502
S -3.37 0.04 -0.17 0.9223
H -1.17 -0.23 -0.23 -0.4028
H 2.05 0.06 -0.38 -0.0709